{
  "formula": "C5H8O",
  "method": "ωB97M-V/def2-TZVPD",
  "symbols": ["C", "C", "O", "C", "C", "C", "H", "H", "H", "H", "H", "H", "H", "H"],
  "coordinates": [[1.5647, 0.9081, -0.1771], [-0.8400, 1.0341, -0.5714], [0.7201, -0.0870, -0.9301], [-0.1458, -1.0792, -0.2800], [-0.5636, -0.8019, 1.1189], [-1.3725, -0.2597, -0.0281], [1.8587, 1.6712, -0.9134], [2.4227, 0.3567, 0.1810], [1.1096, 1.4841, 0.6468], [-1.3042, 1.1877, -1.5560], [-0.0722, -2.1011, -0.6731], [-0.9930, -1.6510, 1.6422], [0.0270, -0.1213, 1.7220], [-2.4114, -0.5407, -0.1815]],
  "de_lowest_kj_mol": 636.7,
  "homo_energy_ev": -7.46,
  "e_lumo_ha": 0.0345,
  "gap_ev": 8.40
}

=====

{
  "formula": "C5H12AlLaO2",
  "method": "ωB97M-V/def2-TZVPD",
  "symbols": ["C", "C", "C", "O", "O", "C", "C", "Al", "H", "H", "H", "H", "H", "H", "H", "H", "H", "H", "H", "H", "La"],
  "coordinates": [[2.6388, -0.4230, 0.8351], [2.1919, 0.5526, -0.3011], [0.6595, 0.5158, -0.3786], [0.1065, -0.2086, -1.3069], [0.0396, 1.1490, 0.5367], [-1.4149, 1.1764, 0.4175], [-2.0334, -0.0585, 0.9707], [-2.1615, -1.4585, -0.5812], [2.9188, -1.3752, 0.4070], [1.8218, -0.6158, 1.5180], [3.4678, 0.0331, 1.3543], [2.6895, 0.2035, -1.2419], [2.4819, 1.5719, -0.0630], [-1.7642, 1.3725, -0.6005], [-1.7259, 2.0324, 1.0113], [-3.0229, 0.1538, 1.3644], [-1.4758, -0.4482, 1.8185], [-2.4076, -0.5404, -1.9142], [-3.2341, -2.5846, -0.3284], [-0.5975, -1.9809, -0.6648], [0.8216, 0.9326, -2.8529]],
  "total_charge": 2,
  "homo_energy_ev": -14.88,
  "e_lumo_ha": -0.3939,
  "gap_ev": 4.17
}

=====

{
  "formula": "C31H34BrIrN3S2",
  "method": "ωB97M-V/def2-TZVPD",
  "symbols": ["Ir", "C", "N", "C", "C", "N", "C", "C", "C", "C", "C", "C", "C", "S", "C", "C", "C", "C", "C", "C", "S", "H", "H", "H", "H", "H", "H", "H", "H", "H", "H", "H", "H", "H", "H", "H", "H", "H", "H", "Br", "C", "C", "C", "C", "N", "C", "H", "H", "H", "H", "C", "C", "C", "C", "C", "C", "C", "C", "C", "C", "H", "H", "H", "H", "H", "H", "H", "H", "H", "H", "H", "H"],
  "coordinates": [[-1.0976, 0.0525, 0.4145], [-2.9079, -2.5260, 0.2345], [-2.4474, -1.5652, -0.7943], [-1.6785, -2.2227, -1.8582], [-0.3196, -2.7550, -1.4066], [0.4140, -1.7781, -0.6278], [1.4193, -0.8953, -1.2207], [0.8966, -2.6473, 1.7363], [1.6061, -3.8578, 2.2780], [2.6459, -3.7143, 3.1372], [2.9895, -2.4462, 3.6752], [2.1258, -1.3771, 3.4909], [1.0120, -1.4784, 2.6644], [-0.2798, -0.3499, 2.7330], [-3.6414, -0.9126, -1.3274], [-4.4158, -1.5208, -2.3101], [-5.5940, -0.9450, -2.7535], [-6.0205, 0.2507, -2.1935], [-5.2648, 0.8590, -1.2100], [-4.0687, 0.2905, -0.7594], [-3.2111, 1.1231, 0.5224], [-3.5548, -3.2942, -0.2104], [-3.4824, -1.9864, 0.9848], [-2.0661, -3.0080, 0.7257], [-1.5346, -1.4874, -2.6515], [-2.2224, -3.0785, -2.2725], [0.2412, -3.0709, -2.2944], [-0.4570, -3.6409, -0.7822], [2.0717, -1.3733, -1.9576], [1.5636, -0.1860, 0.7011], [1.0716, 0.0795, -1.5444], [1.2778, -4.8359, 1.9431], [3.1956, -4.5912, 3.4609], [3.8458, -2.3461, 4.3285], [2.2583, -0.4718, 4.0729], [-4.1176, -2.4673, -2.7414], [-6.1793, -1.4386, -3.5178], [-6.9423, 0.7118, -2.5243], [-5.5881, 1.7920, -0.7664], [6.1485, -1.6071, 0.0583], [4.2696, -1.7944, -0.0003], [3.7089, -3.0691, -0.3446], [2.3916, -3.2947, -0.2195], [1.4501, -2.2600, 0.3279], [2.0921, -0.8885, 0.1364], [3.5070, -0.7335, 0.2927], [4.3649, -3.8724, -0.6494], [1.9778, -4.2691, -0.4329], [-0.1653, -2.8621, 1.5655], [3.8754, 0.2227, 0.6249], [1.5133, 2.5451, -1.5336], [0.3125, 2.7756, -0.5687], [-0.9373, 2.9277, -1.4416], [0.1832, 1.5984, 0.3824], [0.6270, 4.0487, 0.2206], [1.7806, 4.0997, 1.0061], [2.1371, 5.2475, 1.6921], [1.3446, 6.3846, 1.6042], [0.1895, 6.3439, 0.8434], [-0.1674, 5.1869, 0.1605], [1.2325, 1.8914, -2.3633], [2.3720, 2.1073, -1.0200], [1.8216, 3.5029, -1.9555], [-1.1324, 1.9907, -1.9651], [-0.7949, 3.7174, -2.1845], [-1.8105, 3.1531, -0.8334], [0.6016, 1.8327, 1.3652], [2.4146, 3.2246, 1.0863], [3.0372, 5.2582, 2.2940], [1.6329, 7.2917, 2.1196], [-0.4409, 7.2216, 0.7721], [-1.0806, 5.1875, -0.4192]],
  "spin_multiplicity": 2,
  "de_lowest_kj_mol": 688.5,
  "homo_energy_ev": [-5.48, -5.53],
  "e_lumo_ha": [-0.0315, -0.0316],
  "s2": 0.808,
  "gap_ev": [4.62, 4.67]
}

=====

Number 1: calculated total energy -270.31538 Ha. Number 2: calculated total energy -621.33421 Ha. Number 3: calculated total energy -4840.41578 Ha.